No. 1
Molecular formula: C47H45CaCl5N9O4S2Sb
Method: DFT, ωB97M-V/def2-TZVPD

Kohn-Sham gap: 2.56 eV
Spin multiplicity: 1
Energy relative to the best compared isomer or geometry (same formula, charge and spin): 27.936 eV
LUMO level: 2.992 eV
Charge: -2
M: 1203.2 u

Positions of all 114 atoms, in Å:
Ca1 -0.10080 -0.90333 -0.91497
C1 2.17895 -2.52679 2.76448
C2 0.69414 -2.66906 2.51509
N1 0.11176 -2.92852 1.33216
N2 0.87145 -2.72095 0.15267
C3 1.19043 -3.80142 -0.54364
S1 1.19949 -5.33364 0.13135
S2 1.95671 -3.42053 -2.13631
C4 3.71725 -3.53859 -1.69819
C5 4.50325 -2.24596 -1.06504
C6 5.38981 -2.58292 -0.08531
C7 6.03514 -1.59760 0.50617
C8 5.85591 -0.26216 -0.11203
C9 5.07192 -0.03676 -1.15409
C10 4.29382 -1.07809 -1.66860
C11 -0.31519 -2.43553 3.69301
C12 0.11733 -2.44500 4.99931
C13 -0.70470 -2.36470 6.06479
C14 -2.07125 -2.13339 5.85583
C15 -2.50037 -1.98861 4.54706
C16 -1.72610 -2.29710 3.51871
O1 -2.13441 -2.08693 2.23933
H1 2.88847 -3.52057 3.29658
H2 2.47309 -1.43708 2.85298
H3 2.66696 -2.97300 2.14670
H4 4.15206 -3.96349 -2.82107
H5 3.81600 -4.25883 -0.78253
H6 5.35631 -3.48112 0.11663
H7 6.71658 -1.72688 1.58421
H8 6.56031 0.65834 0.48146
H9 5.18304 1.05253 -1.02666
H10 3.47549 -0.74343 -2.64732
H11 1.27396 -2.45468 4.86455
H12 -0.30101 -2.10282 7.10729
H13 -2.84142 -1.88261 6.75803
H14 -3.63684 -1.81425 4.42228
N3 -2.95458 -3.81142 -3.14478
C17 -1.91882 -3.67903 -2.24073
N4 -1.21834 -2.64609 -2.59079
C18 -1.86379 -2.21317 -3.62988
N5 -3.05826 -2.75541 -3.87482
C19 -1.28286 -0.98239 -4.29272
C20 -1.71386 -0.68355 -5.61337
N6 -1.16100 0.31472 -6.21810
C21 -0.25103 1.18285 -5.44978
C22 0.02531 0.80153 -4.16682
N7 -0.55087 -0.21802 -3.69444
H15 -3.99738 -4.28226 -2.66153
H16 -1.58015 -4.40391 -1.38863
H17 -2.51524 -1.35496 -6.17365
H18 0.44967 1.81817 -6.42689
H19 0.88516 1.29866 -3.61306
C23 3.29279 3.43287 -4.27992
C24 2.36180 4.36054 -3.42178
Sb1 2.27435 3.61905 -1.44981
C25 3.82770 5.01581 -0.66282
C26 4.72732 4.43241 0.38980
C27 0.52163 4.59575 -0.66978
C28 -0.68261 4.11639 -1.44562
H20 3.53103 3.67549 -5.33979
H21 2.81838 2.45745 -4.16681
H22 4.39236 3.44849 -3.78370
H23 1.06093 4.27406 -4.18686
H24 2.87124 5.59002 -3.78940
H25 2.83758 6.03818 -0.11355
H26 4.57088 5.07927 -1.67049
H27 5.88262 4.30576 0.09519
H28 4.53844 3.44793 0.83827
H29 4.67641 4.92712 1.47030
H30 0.94201 5.85463 -1.07608
H31 0.50481 4.26439 0.16446
H32 -0.50668 4.19180 -2.57407
H33 -1.60003 4.34344 -1.06043
H34 -0.47037 3.02778 -1.42298
Cl1 -3.19524 0.42570 2.84702
C29 -4.13902 -0.85709 2.16730
C30 -3.46173 -2.01729 1.87546
C31 -4.07588 -3.16207 1.49123
Cl2 -3.20465 -4.69629 1.57117
C32 -5.40375 -3.05961 1.11502
Cl3 -6.06244 -4.46500 0.36113
C33 -6.14478 -1.87094 1.35559
Cl4 -7.81727 -1.89418 1.03032
C34 -5.53673 -0.75628 1.96186
Cl5 -6.38503 0.57117 2.47918
O2 -2.23591 2.01627 -0.74734
C35 -2.82696 0.94762 -0.77264
O3 -2.17199 -0.14006 -0.54957
C36 -4.33985 0.85127 -0.93397
C37 -5.21516 1.81145 -0.70699
C38 -6.49079 1.61950 -0.79990
C39 -7.04946 0.38738 -1.13524
C40 -6.29571 -0.60393 -1.55660
C41 -4.83477 -0.42350 -1.47570
H35 -4.80288 2.59866 -0.51112
H36 -7.31504 2.44892 -0.55918
H37 -8.04128 0.30359 -1.29975
H38 -6.64536 -1.61944 -1.88450
H39 -4.13318 -1.14511 -1.65057
N8 1.54811 2.97493 5.09158
C42 2.45074 1.92319 4.41632
O4 3.64887 1.81972 4.97617
C43 1.98852 1.56937 3.25367
C44 3.04526 0.91981 2.27786
C45 2.65754 0.44366 1.18746
N9 1.36925 0.58993 0.59622
C46 0.42136 0.63081 1.63459
C47 0.61303 1.24852 2.73969
H40 1.32339 2.59830 6.02139
H41 0.74658 2.97807 4.60940
H42 3.85321 1.39689 2.49482
H43 3.34565 0.47541 0.35408
H44 -0.26297 -0.15025 1.33408
H45 -0.00781 0.47197 3.38144

No. 2
Molecular formula: C18H12Cl5N4O5RhS2
Method: DFT, ωB97M-V/def2-TZVPD

Kohn-Sham gap: 7.48 eV
Spin multiplicity: 1
Energy relative to the best compared isomer or geometry (same formula, charge and spin): 0.440 eV
LUMO level: -1.098 eV
M: 708.6 u

Positions of all 47 atoms, in Å:
Rh1 -0.16476 0.55091 1.75759
Cl1 -5.24431 5.43568 1.41226
C1 -3.82636 4.48632 1.21176
C2 -3.82052 3.14853 1.59627
Cl2 -5.21806 2.41706 2.27160
C3 -2.66915 2.39711 1.42625
Cl3 -2.62677 0.72395 1.90628
C4 -1.49202 2.93926 0.89782
O1 -0.40494 2.21845 0.69320
C5 -1.51984 4.28622 0.51240
Cl4 -0.08469 4.95098 -0.16637
C6 -2.67082 5.04757 0.66476
Cl5 -2.66895 6.69518 0.18133
S1 -0.02009 1.74471 3.71645
C7 -0.67951 0.59177 4.76526
N1 -1.12799 -0.21321 5.46204
O2 -0.19910 -0.62586 0.01719
C8 -0.55261 -1.66777 0.65588
O3 -0.62686 -1.63631 1.91573
C9 -0.87220 -2.91743 -0.08483
C10 -1.54159 -3.95524 0.55309
C11 -1.85337 -5.11360 -0.14336
C12 -1.48449 -5.24950 -1.47285
C13 -0.80884 -4.20343 -2.07715
C14 -0.50167 -3.03172 -1.41655
N2 -0.40193 -4.34357 -3.49124
O4 0.20544 -3.42116 -3.99507
O5 -0.68717 -5.37609 -4.05818
H1 -1.80707 -3.84213 1.59588
H2 -2.38214 -5.91788 0.34917
H3 -1.70666 -6.14158 -2.03873
H4 0.01138 -2.22834 -1.92232
C15 4.67030 -0.32222 0.10339
N3 3.63428 0.48386 -0.49921
C16 3.76126 1.01652 -1.85462
C17 2.41324 1.72765 -2.07244
N4 1.82363 1.69014 -0.73770
C18 2.50805 0.90535 0.08001
S2 2.10815 0.51601 1.70339
H5 5.53812 0.28640 0.36567
H6 4.97682 -1.09630 -0.60058
H7 4.28449 -0.79886 1.00061
H8 3.92636 0.20068 -2.55864
H9 4.60923 1.70237 -1.91461
H10 1.77782 1.21044 -2.79158
H11 2.54692 2.75737 -2.39823
H12 0.86899 1.97169 -0.52102

No. 3
Molecular formula: C34H40BrFeGeN3O4P
Method: DFT, ωB97M-V/def2-TZVPD

Kohn-Sham gap (spin up / spin down): 4.92 / 5.44 eV
Spin multiplicity: 6
Energy relative to the best compared isomer or geometry (same formula, charge and spin): 0.031 eV
LUMO level (spin up / spin down): -6.966 / -7.288 eV
Charge: +2
M: 794.0 u

Positions of all 85 atoms, in Å:
Fe1 -13.89222 11.37394 -6.61276
O1 -17.54311 16.42535 -7.88113
C1 -16.26505 16.63125 -7.32735
C2 -15.47852 17.80189 -7.64417
C3 -14.36085 18.05092 -6.88786
C4 -14.12637 17.22213 -5.75532
C5 -14.70541 15.99537 -5.62830
C6 -15.77517 15.62319 -6.51323
C7 -16.63930 14.39386 -6.18702
O2 -17.08711 14.46047 -4.77551
N1 -16.12189 13.05699 -6.57881
N2 -14.92676 12.85135 -7.19177
C8 -14.42881 13.38094 -8.27951
C9 -13.04534 13.27663 -8.48795
Br1 -11.95059 12.98906 -6.80191
C10 -12.24108 13.36086 -9.59502
C11 -12.56885 14.04965 -10.84440
C12 -11.73299 15.08094 -11.36260
C13 -12.15785 15.85297 -12.42197
C14 -13.33347 15.52603 -13.11637
C15 -14.12887 14.52482 -12.60764
C16 -13.81436 13.93056 -11.40338
H1 -17.96475 17.31158 -7.97750
H2 -15.80242 18.57366 -8.34882
H3 -13.72079 18.94696 -7.04299
H4 -13.40466 17.42841 -4.96921
H5 -14.54598 15.32916 -4.79028
H6 -17.57451 14.59388 -6.71816
H7 -16.87507 12.49208 -6.93105
H8 -15.03664 13.90328 -9.03298
H9 -11.22965 12.97646 -9.55757
H10 -10.76084 15.22661 -10.92623
H11 -11.55458 16.72482 -12.69570
H12 -13.61620 16.08611 -14.01340
H13 -14.91858 14.07202 -13.17653
H14 -14.46563 13.22346 -10.97949
N3 -13.95767 10.93413 -4.64432
C17 -12.72852 10.83493 -3.76665
C18 -12.83298 10.29822 -2.32307
C19 -13.81860 9.17028 -2.10606
O3 -14.57742 8.69523 -2.93968
O4 -13.88890 8.88546 -0.76781
H15 -14.47969 11.73707 -4.30821
H16 -14.51667 10.08437 -4.53348
H17 -12.25995 11.80022 -3.85969
H18 -12.03871 10.19085 -4.33266
H19 -13.10107 10.96914 -1.53935
H20 -11.81596 9.86636 -2.12863
C20 -12.70204 9.58989 -8.87759
P1 -14.40682 9.63491 -8.10148
C21 -14.70021 7.91162 -7.50241
C22 -15.51488 9.77541 -9.53455
H21 -11.98012 9.86670 -8.05865
H22 -12.59098 10.41701 -9.68486
H23 -12.37674 8.60176 -9.23459
H24 -15.81333 7.62448 -7.48987
H25 -14.33312 7.82063 -6.48573
H26 -14.07474 7.19191 -8.12753
H27 -15.43179 8.93123 -10.22628
H28 -15.31269 10.77575 -10.03501
H29 -16.54122 9.95271 -9.13255
Ge1 -17.76815 12.92025 -3.94027
C23 -17.79570 13.92694 -2.21571
C24 -16.58060 14.44709 -1.78122
C25 -16.58885 15.32841 -0.71429
C26 -17.77149 15.55617 0.01181
C27 -18.95940 14.91998 -0.42364
C28 -18.98716 14.19360 -1.57673
C29 -19.63083 12.66438 -4.51546
C30 -20.07022 13.49672 -5.56870
C31 -21.43369 13.65401 -5.88062
C32 -22.38410 12.99722 -5.06707
C33 -21.92206 12.12393 -4.10134
C34 -20.59629 11.99570 -3.79662
H30 -13.02184 8.87312 -0.32689
H31 -15.68553 14.19703 -2.30666
H32 -15.62606 15.86038 -0.51451
H33 -17.72415 16.22776 0.87015
H34 -19.88641 15.09479 0.15149
H35 -19.88219 13.70682 -1.88587
H36 -19.32822 13.94164 -6.27602
H37 -21.67729 14.34967 -6.70838
H38 -23.47510 13.12400 -5.22503
H39 -22.66671 11.58561 -3.51547
H40 -20.33656 11.31310 -2.98058